1.
{
  "formula": "C5H7NOS",
  "method": "ωB97M-V/def2-TZVPD",
  "elements": ["C", "C", "C", "C", "C", "H", "H", "H", "H", "H", "H", "H", "N", "O", "S"],
  "xyz": [[-1.3251, -0.4062, 0.8817], [0.0526, -0.3609, 0.3883], [1.9970, 0.3047, -0.5273], [1.9268, 1.1513, 0.6021], [0.5745, 0.8680, -0.2030], [-3.2215, 1.4145, 0.5111], [-1.4090, 0.5955, 1.5981], [-1.8384, -1.4310, 1.3638], [2.5642, 0.6354, -1.4566], [2.4877, 2.1675, 0.5883], [2.1545, 0.7423, 1.5678], [0.2158, 1.7107, -0.7530], [0.7780, -1.3800, 0.2298], [1.9862, -0.9843, -0.5383], [-2.6028, 0.1474, -0.4733]],
  "forces_ev_per_angstrom": [[-3.5, 1.0, 2.6], [-1.2, 0.6, -1.8], [0.9, 4.2, -4.6], [1.1, 2.7, 1.4], [3.7, 0.6, 1.3], [1.4, -3.0, -2.5], [0.1, -3.2, -1.3], [2.1, 2.9, -1.2], [-0.8, 0.1, 1.2], [-1.4, -1.7, -0.6], [-0.8, -0.5, 0.5], [-1.0, -0.1, 0.1], [1.6, -1.5, -0.3], [-1.8, -4.7, 2.1], [-0.4, 2.6, 3.2]],
  "gap_ev": 9.22,
  "mol_weight_g_mol": 129.18,
  "relative_energy_kj_mol": 586.0,
  "charge": 0
}

---

2.
{
  "formula": "C5H7NOS",
  "method": "ωB97M-V/def2-TZVPD",
  "elements": ["O", "C", "C", "N", "C", "C", "C", "S", "H", "H", "H", "H", "H", "H", "H"],
  "xyz": [[2.8866, -1.1420, -0.3130], [1.9163, -0.4464, -0.0782], [0.6150, -1.1772, 0.1991], [-0.4272, -0.7083, -0.7273], [-1.6882, -0.4311, -0.0727], [-0.7846, 0.6757, -0.5870], [0.0833, 1.5206, 0.2776], [1.8285, 1.3001, -0.2986], [0.3223, -0.9669, 1.2891], [0.7806, -2.2558, 0.0161], [-1.6642, -0.5537, 0.9645], [-2.6199, -0.7349, -0.5992], [-1.0298, 1.0483, -1.5669], [0.0250, 1.3442, 1.3590], [-0.2437, 2.5275, 0.1376]],
  "forces_ev_per_angstrom": [[0.0, 1.5, 0.4], [0.3, -2.0, -1.0], [-0.8, 0.5, 0.9], [0.4, -1.3, 0.4], [-0.4, 0.7, -1.9], [-0.8, -1.1, -0.1], [0.3, -0.3, 0.3], [-0.2, 0.3, 0.5], [0.4, -0.5, -1.2], [0.0, 0.7, 0.4], [-0.3, -0.2, 1.5], [0.8, 0.4, 0.4], [-0.1, 0.6, 0.0], [0.0, -0.3, -0.4], [0.4, 0.9, -0.1]],
  "smiles": "O=C1CN2C[C@H]2CS1",
  "gap_ev": 10.17,
  "mol_weight_g_mol": 129.18,
  "relative_energy_kj_mol": 178.9,
  "charge": 0
}

---

3.
{
  "formula": "C5H7NOS",
  "method": "ωB97M-V/def2-TZVPD",
  "elements": ["C", "C", "C", "C", "C", "N", "O", "S", "H", "H", "H", "H", "H", "H", "H"],
  "xyz": [[0.7567, 0.7195, 1.8737], [3.3846, -0.3178, -0.4552], [-0.8508, 0.0457, 0.1516], [-0.8574, 0.6675, -1.2285], [-2.0251, -0.7579, 0.5140], [0.1416, 0.2174, 0.9530], [3.3392, -0.8068, 0.5775], [3.5341, 0.3479, -1.8608], [1.7206, 0.3918, 2.1592], [-1.7914, 0.5675, -1.7168], [-0.0208, 0.2554, -1.9308], [-0.5105, 1.7015, -1.0142], [-2.9046, -0.1013, 0.8341], [-1.8580, -1.4258, 1.3713], [-2.0581, -1.5045, -0.2281]],
  "forces_ev_per_angstrom": [[-0.1, 1.2, 0.5], [0.4, 0.3, -0.7], [1.2, -0.1, -0.3], [3.6, 0.2, 0.4], [-0.2, -0.1, 2.5], [-1.8, 0.2, -1.0], [-0.2, -0.4, 0.7], [-0.2, 0.0, 0.0], [1.0, -0.9, 0.2], [-0.9, 0.2, -0.3], [-1.5, 0.4, 1.2], [-0.7, -0.1, -0.7], [0.8, -1.1, -1.2], [0.3, 0.6, 0.3], [-1.6, -0.5, -1.5]],
  "gap_ev": [7.91, 7.92],
  "mol_weight_g_mol": 129.18,
  "relative_energy_kj_mol": 301.6,
  "charge": 0
}

---

4.
{
  "formula": "C5H7NOS",
  "method": "ωB97M-V/def2-TZVPD",
  "elements": ["C", "C", "C", "C", "C", "N", "O", "S", "H", "H", "H", "H", "H", "H", "H"],
  "xyz": [[-1.3954, -0.2531, 0.7296], [-2.1296, 1.1749, -0.6651], [-0.3147, 0.2458, -0.0666], [1.4936, -1.2989, 0.7119], [1.0569, -0.1110, -0.0655], [-2.4735, 0.4451, 0.3574], [-0.8089, 1.0959, -0.9841], [1.8198, 0.1575, -1.6717], [-1.4646, -0.8289, 1.5625], [-2.9419, 1.4651, -1.3187], [1.3578, -1.0628, 1.7551], [0.8385, -2.0964, 0.4784], [2.5135, -1.5336, 0.5930], [1.7017, 1.9658, 0.7483], [0.7469, 0.6345, -2.1645]],
  "forces_ev_per_angstrom": [[2.3, 3.2, -2.6], [-1.3, -0.9, 0.6], [-0.1, -2.2, 2.1], [-0.6, 1.6, 0.9], [0.0, 1.0, -1.9], [-1.1, 0.4, -1.0], [-1.3, 0.2, 0.1], [1.8, -1.1, 1.4], [0.4, -1.8, 2.1], [0.9, 0.9, -0.4], [-0.1, -0.1, 0.6], [-0.4, -1.2, -0.3], [1.1, -0.4, -0.4], [-0.1, -0.6, 0.0], [-1.4, 0.8, -1.1]],
  "gap_ev": [7.00, 8.39],
  "mol_weight_g_mol": 129.18,
  "relative_energy_kj_mol": 514.3,
  "charge": 0
}

---

5.
{
  "formula": "C5H7NOS2",
  "method": "ωB97M-V/def2-TZVPD",
  "elements": ["C", "C", "C", "C", "C", "N", "O", "S", "S", "H", "H", "H", "H", "H", "H", "H"],
  "xyz": [[-0.3118, -1.7177, -1.2261], [-1.2728, -2.8026, -1.0826], [-0.9487, -0.6326, -0.5963], [1.5036, 2.4729, 0.3762], [-0.4819, 0.6519, -0.2462], [-2.3957, -2.3214, -0.5871], [-2.2604, -1.0620, -0.2970], [0.5164, 0.0767, 2.8666], [0.9723, 1.2027, -0.8451], [0.5886, -1.7891, -1.6446], [-1.2167, -3.8038, -1.4036], [1.1019, 2.1530, 1.2521], [1.1204, 3.3685, 0.0487], [2.5142, 2.3380, 0.3621], [-1.2064, 1.3358, 0.1146], [1.7770, 0.5297, 2.9084]],
  "forces_ev_per_angstrom": [[-4.9, -0.3, 2.7], [0.1, 3.2, -0.2], [0.1, -1.8, -1.0], [-1.4, -1.9, -2.5], [-1.2, -1.0, 0.3], [-0.1, -2.9, -0.4], [1.9, 2.9, 0.5], [-0.3, 0.0, -0.2], [1.3, 0.3, -0.6], [3.5, 0.0, -1.3], [0.0, -0.9, -0.2], [-1.1, -0.6, 2.8], [-0.4, 2.3, -0.4], [2.8, 0.3, 0.1], [-0.5, 0.6, 0.6], [0.1, 0.0, -0.1]],
  "gap_ev": [5.08, 8.21],
  "mol_weight_g_mol": 161.25,
  "relative_energy_kj_mol": 407.8,
  "charge": 0
}

---

6.
{
  "formula": "C5H7NP",
  "method": "ωB97M-V/def2-TZVPD",
  "elements": ["C", "C", "C", "C", "C", "N", "P", "H", "H", "H", "H", "H", "H", "H"],
  "xyz": [[1.9742, -0.7810, -0.3998], [0.7095, -1.1891, -0.1852], [2.3440, 0.5526, -0.0873], [-0.2090, -0.3626, 0.4078], [1.3784, 1.2961, 0.5612], [0.1641, 0.8064, 0.7602], [-4.3822, -0.1009, 0.1622], [2.5336, -1.3995, -1.0998], [0.3786, -2.1886, -0.5110], [3.4230, 0.8219, 0.0788], [-1.2622, -0.6456, 0.7138], [1.5383, 2.3223, 0.7506], [-4.3416, -0.3415, -1.1405], [-4.2486, 1.2098, -0.0111]],
  "forces_ev_per_angstrom": [[1.2, 1.5, -1.6], [-1.9, -2.7, -0.8], [1.3, -1.6, 1.9], [-0.7, -0.1, 0.8], [0.0, -0.6, -1.0], [-0.8, 2.2, 0.7], [0.0, -1.9, 2.8], [0.6, 0.0, 0.7], [0.3, 0.5, 0.2], [-1.2, 0.1, -1.2], [0.7, -0.1, -0.5], [0.2, 0.9, 0.7], [0.1, -0.4, -2.4], [0.3, 2.3, -0.3]],
  "gap_ev": 3.58,
  "mol_weight_g_mol": 112.09,
  "relative_energy_kj_mol": 215.9,
  "charge": 1
}

---

7.
{
  "formula": "C5H7NS",
  "method": "ωB97M-V/def2-TZVPD",
  "elements": ["C", "C", "C", "C", "C", "S", "N", "H", "H", "H", "H", "H", "H", "H"],
  "xyz": [[-2.0859, 1.3442, 0.9337], [-1.4837, 0.6267, 0.2245], [-0.5007, 0.0863, -0.6404], [0.1568, -1.1476, -0.0551], [1.5453, -0.8521, 0.3284], [1.5467, 0.9992, 0.5709], [0.5948, 1.0715, -0.8516], [-2.7646, 1.8035, 1.6267], [-0.9943, -0.0803, -1.5353], [0.1774, -1.8192, -0.9806], [-0.5317, -1.5304, 0.7083], [1.6378, -1.2330, 1.3347], [2.4219, -1.1897, -0.3787], [0.2803, 1.9210, -1.2854]],
  "forces_ev_per_angstrom": [[-2.5, 1.4, 2.3], [0.7, -0.2, -0.4], [1.4, 1.3, 0.6], [-1.5, -1.7, -3.4], [2.5, 1.0, 0.7], [0.4, -0.5, -0.4], [-0.4, -1.5, -0.6], [0.4, 0.0, -0.3], [-0.5, -0.6, -2.2], [-0.1, 0.1, 1.6], [0.7, -0.2, -0.1], [0.9, -0.3, 0.2], [-2.0, 0.6, 1.3], [0.2, 0.5, 0.5]],
  "smiles": "C#C[C@@H]1CCSN1",
  "gap_ev": 8.82,
  "mol_weight_g_mol": 113.18,
  "relative_energy_kj_mol": 314.1,
  "charge": 0
}

---

8.
{
  "formula": "C5H7NS",
  "method": "ωB97M-V/def2-TZVPD",
  "elements": ["C", "C", "C", "C", "C", "N", "S", "H", "H", "H", "H", "H", "H", "H"],
  "xyz": [[1.0716, 0.2124, -0.2786], [-1.8384, -0.6239, 0.6965], [-1.2719, 0.4913, -0.2300], [-1.4175, -0.9938, -0.7040], [2.4381, 0.8123, 0.0499], [0.0428, 0.9534, -0.1650], [0.9559, -1.4808, -0.5608], [-1.3786, -0.8116, 1.6660], [-2.9887, -0.7002, 0.8143], [-2.0330, 1.1543, -0.6729], [-1.9178, -1.7937, -1.1654], [3.3225, 0.1540, -0.1147], [2.5261, 0.9341, 1.2282], [2.4891, 1.6921, -0.5633]],
  "forces_ev_per_angstrom": [[-0.2, -0.1, 1.1], [-1.1, 0.8, -0.3], [-1.6, -2.1, -1.5], [3.7, 0.0, 3.3], [0.4, -1.3, 2.1], [0.4, 1.4, 0.5], [-3.0, -0.1, -0.5], [0.4, -0.3, -0.5], [1.9, 0.5, -0.4], [0.7, 0.0, 0.3], [-0.5, -0.3, -1.4], [-0.9, 0.3, -0.5], [-0.6, 0.5, -2.5], [0.4, 0.8, 0.4]],
  "gap_ev": 8.33,
  "mol_weight_g_mol": 113.18,
  "relative_energy_kj_mol": 341.3,
  "charge": 0
}

---

9.
{
  "formula": "C5H7NS2",
  "method": "ωB97M-V/def2-TZVPD",
  "elements": ["C", "C", "C", "C", "C", "H", "H", "H", "H", "H", "H", "H", "N", "S", "S"],
  "xyz": [[-2.5246, 1.4191, -0.6964], [-1.5666, 0.3297, -0.3369], [-1.1420, 0.1179, 1.0481], [1.0381, 0.0078, -0.3294], [-0.1338, 0.8240, 0.0767], [-2.1705, 2.4598, -1.4591], [-2.5038, 1.8466, 0.4329], [-3.5930, 1.1013, -1.1735], [-1.6142, -0.6370, -0.8990], [-1.6076, 0.7907, 1.8372], [1.3896, -1.9693, -0.1486], [0.0552, 1.8366, 0.1380], [0.9697, -1.0990, 0.3377], [-0.3848, -1.4381, 1.3960], [2.2116, 0.5677, -1.3751]],
  "forces_ev_per_angstrom": [[-1.2, 3.6, 0.1], [1.3, -1.0, -2.5], [0.6, 1.8, 0.7], [-0.6, 2.8, -0.5], [-1.7, -2.0, -0.2], [-0.6, -3.6, 2.3], [-1.5, 0.2, -2.8], [2.6, 0.6, 1.8], [0.3, 1.0, 0.2], [0.8, -1.3, -0.7], [-0.6, 1.9, 1.4], [-0.1, 2.0, 0.1], [1.0, -5.3, -0.4], [0.2, -0.1, 0.2], [-0.5, -0.6, 0.4]],
  "gap_ev": 8.66,
  "mol_weight_g_mol": 145.25,
  "relative_energy_kj_mol": 290.5,
  "charge": 0
}

---

10.
{
  "formula": "C5H7NS2",
  "method": "ωB97M-V/def2-TZVPD",
  "elements": ["C", "C", "C", "C", "C", "S", "N", "S", "H", "H", "H", "H", "H", "H", "H"],
  "xyz": [[-2.5835, 0.6332, 1.2292], [-1.7458, 0.4490, -0.2278], [-0.5859, 1.4100, -0.6733], [0.7016, 1.1741, -0.8186], [1.2874, -0.0608, -0.2099], [2.7862, 0.0219, 0.4908], [0.3752, -1.0823, -0.1191], [-1.2436, -1.2717, -0.3765], [-3.8087, 0.2462, 1.1602], [-2.5220, 1.8488, 1.0947], [-1.9831, 0.2838, 2.2826], [-2.5918, 0.7676, -0.8463], [-0.9335, 2.5591, -0.5031], [1.5500, 1.9601, -0.6491], [0.5382, -1.7247, 0.6675]],
  "forces_ev_per_angstrom": [[0.7, 2.4, 0.0], [-1.0, 0.0, 1.4], [-2.9, 2.9, 2.5], [3.0, 0.6, 2.1], [-1.5, 0.0, -0.7], [-0.7, -0.5, -0.3], [2.8, -1.3, 2.4], [-1.8, 0.6, -1.9], [4.0, 1.0, 0.1], [-0.9, -2.7, 1.4], [-1.8, 0.9, -3.3], [0.3, -0.8, -0.7], [0.8, -2.7, -1.0], [-2.0, -0.9, -1.4], [1.0, 0.5, -0.7]],
  "smiles": "C[C@H]1C=CC(=S)NS1",
  "gap_ev": 8.04,
  "mol_weight_g_mol": 145.25,
  "relative_energy_kj_mol": 383.6,
  "charge": 0
}